[1]
Formula: C6H7IrNSe3Te2
Source: OMol25
Level of theory: ωB97M-V with the def2-TZVPD basis set

Element x y z (Å)
Ir (-0.1423, -0.3079, -2.5794)
Se (2.1785, 0.1620, -4.2219)
Se (1.2472, -2.1625, -3.5029)
Te (-1.4599, -2.6778, -2.8554)
Se (-2.3286, 0.2893, -2.9249)
C (-0.2707, 0.2427, 3.3029)
C (0.1483, 0.2780, 1.8950)
C (0.3506, 1.4803, 1.1437)
C (0.1955, 1.3739, -0.2228)
N (0.1092, 0.1292, -0.7416)
C (0.1576, -1.0276, -0.0464)
C (0.3637, -0.9595, 1.3078)
H (-0.5019, 1.2091, 3.7955)
H (0.4471, -0.2426, 3.9391)
H (-1.1981, -0.3085, 3.5498)
H (0.6255, 2.3362, 1.7547)
H (-0.0080, 2.2449, -0.8062)
H (0.0832, -2.0143, -0.5487)
H (0.5448, -1.8710, 1.8796)
Te (-0.5416, 1.8262, -4.1179)

Force components x, y, z for each atom (eV/Å):
Ir -0.07 -1.70 -4.55
Se -0.27 -1.02 0.15
Se 0.17 1.04 -0.20
Te 0.66 0.29 -0.20
Se -1.18 1.21 -0.90
C -0.73 1.03 2.27
C 0.92 0.55 -0.09
C -0.66 -1.76 1.42
C 0.39 -1.32 1.61
N -0.19 0.39 2.24
C 1.47 0.38 0.93
C -0.84 -0.26 -0.29
H 0.52 -0.12 -0.64
H 0.66 -0.25 0.26
H 0.28 -0.08 -0.97
H -0.75 0.43 -0.60
H 0.47 0.12 -0.86
H 0.19 1.09 0.11
H -0.52 0.30 0.04
Te -0.53 -0.31 0.27

Summary:
Net charge: 0
<S²>: 8.82
Multiplicity: 6
E_tot in a.u.: -8132.1055
HOMO-LUMO gap (spin up / spin down) in hartree: 0.1796 / 0.1856
HOMO energy (spin up / spin down) in eV: -6.04 / -7.17

Löwdin population analysis, charges in e, atoms 1 to 6: -0.02, -0.13, -0.17, 0.30, -0.10, -0.06

[2]
Formula: C6H7LiMgO6
Source: OMol25
Level of theory: ωB97M-V with the def2-TZVPD basis set

Element x y z (Å)
O (4.5912, -0.0250, -0.5050)
C (3.5543, 0.2678, 0.1026)
O (3.4255, 1.3760, 0.6972)
O (2.5292, -0.6408, 0.0873)
C (1.4272, -0.3335, 0.7539)
C (0.5462, -1.4940, 0.8886)
Mg (5.3809, 1.7721, 0.1266)
H (0.0605, -1.4478, 1.8760)
H (1.0636, -2.4491, 0.7256)
Li (1.7004, 1.6788, 1.5829)
C (-0.5715, -1.2538, -0.2045)
C (-1.4438, -0.0409, 0.0559)
O (-2.5281, -0.0865, -0.8742)
C (-3.3433, 0.9539, -0.9018)
O (-3.2813, 1.9234, -0.1850)
O (-4.2188, 0.7756, -1.8828)
H (-1.1933, -2.1588, -0.1879)
H (-0.1464, -1.2081, -1.2166)
H (-0.8987, 0.9008, -0.0884)
H (-1.8421, -0.0466, 1.0797)
H (-4.8115, 1.5365, -1.9301)

Force components x, y, z for each atom (eV/Å):
O 0.81 0.58 0.20
C -1.05 -1.29 -1.00
O 0.55 1.50 0.77
O 1.34 -0.22 -0.33
C -0.58 0.31 1.25
C 0.05 0.53 -0.41
Mg -0.72 -0.98 -0.30
H 0.13 -0.07 -0.31
H -0.24 0.20 -0.03
Li -0.41 -0.19 -0.05
C -0.29 -0.60 -0.36
C -0.36 0.44 0.22
O 0.91 -1.04 0.06
C -0.64 1.37 -0.02
O 0.28 -0.43 -0.01
O 0.11 -0.37 -0.05
H 0.12 0.22 0.04
H 0.05 0.01 0.30
H -0.10 -0.09 0.02
H 0.07 0.01 -0.16
H 0.00 0.10 0.16

Summary:
Net charge: +2
Relative energy (zero: lowest compared OMol25 entry of this formula, charge and spin) in kcal per mole: 0.0
Multiplicity: 1
E_tot in a.u.: -891.3175
HOMO-LUMO gap in hartree: 0.1538
HOMO energy in eV: -15.35

Löwdin population analysis, charges in e, atoms 1 to 6: 0.08, -0.68, -0.12, 0.11, -0.03, -0.13

[3]
Formula: C6H7N
Source: OMol25
Level of theory: ωB97M-V with the def2-TZVPD basis set

Element x y z (Å)
C (3.1945, -0.4567, 0.4674)
C (0.5115, 0.5241, 0.6185)
C (4.0434, 0.1849, -0.3170)
C (-0.9293, 0.6061, 0.6784)
C (-1.5661, -0.3324, -0.0913)
C (-3.0326, -0.4874, -0.2686)
N (1.6466, 0.2260, 0.4229)
H (3.6305, 1.0964, -0.7649)
H (5.0266, -0.1400, -0.4154)
H (-1.3507, 1.4948, 1.2438)
H (-1.0057, -1.1194, -0.5575)
H (-3.6725, 0.3599, 0.2402)
H (-3.2008, -1.5020, 0.0318)
H (-3.2954, -0.4545, -1.2882)

Force components x, y, z for each atom (eV/Å):
C -0.99 -1.28 0.89
C 3.78 -1.64 -0.72
C -3.07 1.90 -0.03
C -0.11 -0.10 -0.67
C -0.06 1.84 1.52
C -0.40 2.23 1.61
N -2.52 1.64 0.48
H 0.94 -0.20 -0.41
H 1.43 -0.43 -0.12
H 0.22 -1.50 -0.92
H 0.60 -0.04 -0.17
H 1.25 -2.03 -0.60
H -0.90 -0.46 0.60
H -0.18 0.06 -1.47

Summary:
Net charge: 0
Relative energy (zero: lowest compared OMol25 entry of this formula, charge and spin) in kcal per mole: 132.5
Multiplicity: 1
E_tot in a.u.: -287.3760
HOMO-LUMO gap (spin up / spin down) in hartree: 0.2813 / 0.2813
HOMO energy (spin up / spin down) in eV: -7.71 / -7.71

Löwdin population analysis, charges in e, atoms 1 to 6: -0.14, -0.05, -0.16, -0.07, -0.13, -0.09

[4]
Formula: C6H7N
Source: OMol25
Level of theory: ωB97M-V with the def2-TZVPD basis set

Element x y z (Å)
C (-0.1651, 0.9191, -0.2656)
C (0.6470, -0.0779, 0.1128)
C (-2.2954, 0.0141, 0.0935)
C (-1.5928, 1.2556, 0.1103)
C (-0.1827, -1.1942, 0.0638)
C (2.1437, -0.0569, 0.0923)
N (-3.3478, -0.5822, -0.0143)
H (-1.6215, 1.7009, 1.1095)
H (-2.0245, 1.9746, -0.5986)
H (-0.0967, -1.9200, -0.7388)
H (2.5137, 0.9649, 0.1111)
H (2.5201, -0.5628, -0.7965)
H (2.5106, -0.5999, 0.9590)
H (-3.4396, -1.5880, -0.0620)

Force components x, y, z for each atom (eV/Å):
C -0.24 0.81 -0.65
C 0.28 -1.00 0.30
C 1.27 -2.55 -0.18
C 0.40 0.39 0.18
C -2.38 2.04 -0.09
C -0.06 0.00 0.12
N 0.05 0.70 0.06
H 0.02 0.09 0.04
H -0.07 -0.23 0.18
H 0.25 -0.29 -0.01
H 0.04 0.03 -0.02
H 0.00 0.00 -0.06
H 0.13 -0.02 0.11
H 0.31 0.03 0.02

Summary:
Net charge: 0
Relative energy (zero: lowest compared OMol25 entry of this formula, charge and spin) in kcal per mole: 177.2
Multiplicity: 1
E_tot in a.u.: -287.3048
HOMO-LUMO gap (spin up / spin down) in hartree: 0.2794 / 0.2793
HOMO energy (spin up / spin down) in eV: -7.47 / -7.46

Löwdin population analysis, charges in e, atoms 1 to 6: 0.04, -0.51, -0.15, -0.21, 0.12, -0.06

[5]
Formula: C6H7N
Source: OMol25
Level of theory: ωB97M-V with the def2-TZVPD basis set

Element x y z (Å)
N (-0.3507, 3.3976, -0.4583)
C (-0.3321, 2.2905, -0.1079)
C (-0.1798, 0.8990, 0.3546)
C (1.1065, 0.2603, -0.1710)
C (0.9278, -1.2308, -0.0915)
C (-0.3294, -1.6729, -0.0915)
C (-1.4086, -0.6856, -0.0949)
H (-0.3152, 0.8651, 1.4232)
H (1.2838, 0.5703, -1.2130)
H (1.9674, 0.6111, 0.4048)
H (1.7865, -1.8869, -0.0508)
H (-0.5520, -2.7373, 0.0069)
H (-1.3343, 0.2903, -0.5970)
H (-2.1634, -0.8471, 0.6773)

Force components x, y, z for each atom (eV/Å):
N -0.08 -1.34 0.37
C -0.30 0.25 -0.22
C 0.23 -0.30 0.62
C 0.11 -0.01 0.09
C 0.12 -0.12 0.01
C 0.29 0.28 -0.08
C 1.05 1.48 0.91
H 0.30 0.02 0.36
H -0.13 0.01 0.20
H 0.04 -0.06 -0.05
H -0.01 -0.03 -0.11
H -0.12 0.36 -0.09
H -1.50 -1.11 -1.76
H 0.02 0.57 -0.26

Summary:
Net charge: 0
Relative energy (zero: lowest compared OMol25 entry of this formula, charge and spin) in kcal per mole: 95.1
Multiplicity: 1
E_tot in a.u.: -287.4357
HOMO-LUMO gap in hartree: 0.3105
HOMO energy in eV: -8.37

Löwdin population analysis, charges in e, atoms 1 to 6: 0.14, -0.21, -0.18, -0.19, -0.12, -0.16

[6]
Formula: C6H7N
Source: OMol25
Level of theory: ωB97M-V with the def2-TZVPD basis set

Element x y z (Å)
C (0.3947, 1.7593, -0.0013)
C (0.1436, 0.3410, -0.1716)
C (0.0368, -0.8867, -0.1117)
C (-0.8098, -0.1506, -1.8822)
N (-2.0402, -0.2623, -2.0134)
C (1.0426, -0.7639, 1.8729)
C (1.1804, -1.6583, 2.6986)
H (-2.5585, -0.4027, -1.1440)
H (-0.0848, -1.9466, -0.1530)
H (-0.1298, 0.0003, -2.7225)
H (1.2092, 1.8479, 0.7210)
H (0.7040, 2.2272, -0.9389)
H (-0.4877, 2.2699, 0.3885)
H (1.3994, -2.3745, 3.4577)

Force components x, y, z for each atom (eV/Å):
C 0.26 0.10 0.18
C -1.85 -0.40 -3.08
C 1.34 0.25 2.27
C 0.17 1.31 0.66
N 0.27 -0.46 0.06
C -0.20 -0.73 -0.13
C 0.15 0.10 0.01
H 0.09 0.21 0.02
H -0.09 0.03 -0.14
H 0.00 -0.14 0.06
H -0.04 -0.06 0.09
H -0.08 -0.11 0.04
H 0.05 -0.09 -0.06
H -0.06 -0.01 0.02

Summary:
Net charge: 0
Relative energy (zero: lowest compared OMol25 entry of this formula, charge and spin) in kcal per mole: 214.7
Multiplicity: 1
E_tot in a.u.: -287.2450
HOMO-LUMO gap in hartree: 0.2928
HOMO energy in eV: -8.00

Löwdin population analysis, charges in e, atoms 1 to 6: -0.05, -0.23, 0.07, -0.13, 0.10, -0.18

[7]
Formula: C6H7N
Source: OMol25
Level of theory: ωB97M-V with the def2-TZVPD basis set

Element x y z (Å)
C (0.4050, 0.1215, -3.0381)
C (0.6026, -2.2087, -1.9793)
C (0.5337, -1.1250, -2.4981)
C (-0.8621, 0.4138, 0.8666)
C (-0.0431, -0.6400, 1.4811)
C (-0.5299, 1.7842, 1.2733)
N (0.2897, 1.1813, -3.4635)
H (0.6629, -3.1593, -1.5361)
H (-0.7328, -1.1111, 2.1885)
H (0.8520, -0.3220, 2.0292)
H (0.1967, -1.4082, 0.7463)
H (-0.1144, 2.2204, 0.3585)
H (0.1842, 1.9107, 2.0981)
H (-1.4445, 2.3426, 1.4734)

Force components x, y, z for each atom (eV/Å):
C -0.05 0.52 -0.15
C -0.03 1.10 -0.60
C 0.02 -1.39 0.70
C -0.21 -0.09 -0.21
C 0.27 0.38 -0.17
C -0.04 -0.32 0.43
N 0.00 0.28 -0.16
H 0.04 -0.51 0.22
H -0.16 -0.10 0.08
H 0.10 0.00 0.07
H -0.05 -0.14 0.07
H 0.02 0.11 -0.13
H 0.09 0.01 0.00
H -0.03 0.15 -0.15

Summary:
Net charge: 0
Relative energy (zero: lowest compared OMol25 entry of this formula, charge and spin) in kcal per mole: 146.8
Multiplicity: 1
E_tot in a.u.: -287.3533
HOMO-LUMO gap in hartree: 0.3068
HOMO energy in eV: -8.10

Löwdin population analysis, charges in e, atoms 1 to 6: -0.25, 0.16, -0.12, -0.08, -0.18, -0.18

[8]
Formula: C6H7N
Source: OMol25
Level of theory: ωB97M-V with the def2-TZVPD basis set

Element x y z (Å)
C (-1.1444, -0.9783, 0.2554)
C (-1.2513, -0.6113, 1.5224)
C (1.0248, -1.2228, -2.3442)
C (-0.9622, 0.7976, 1.6844)
C (0.1347, 1.0393, 0.5798)
C (-0.0976, -0.1157, -0.4076)
N (0.5181, -0.3645, -1.5247)
H (-1.4128, -1.8947, -0.3729)
H (1.4220, -0.7639, -3.2128)
H (1.0138, -2.2891, -2.1358)
H (-1.7528, 1.4069, 1.4280)
H (-0.5972, 0.9995, 2.6881)
H (0.1497, 1.8911, 0.0049)
H (1.0217, 1.1513, 1.1600)

Force components x, y, z for each atom (eV/Å):
C 1.45 -1.02 -3.72
C -1.25 -0.98 0.70
C -1.50 1.25 2.30
C 2.40 -0.52 0.19
C -0.07 -1.89 -0.10
C -1.56 -1.32 2.78
N 1.25 0.30 -0.97
H 0.00 1.22 1.34
H 0.21 -0.31 -1.16
H 0.45 -0.08 0.02
H -2.15 1.25 -0.18
H 0.02 0.47 -0.06
H -0.48 2.46 -1.23
H 1.23 -0.81 0.07

Summary:
Net charge: 0
Relative energy (zero: lowest compared OMol25 entry of this formula, charge and spin) in kcal per mole: 130.6
Multiplicity: 1
E_tot in a.u.: -287.3792
HOMO-LUMO gap (spin up / spin down) in hartree: 0.2348 / 0.2661
HOMO energy (spin up / spin down) in eV: -7.08 / -7.73

Löwdin population analysis, charges in e, atoms 1 to 6: -0.09, -0.05, 0.03, -0.21, -0.10, -0.23

[9]
Formula: C6H7N
Source: OMol25
Level of theory: ωB97M-V with the def2-TZVPD basis set

Element x y z (Å)
C (-0.2192, 1.7108, -1.8067)
C (-0.1561, 1.0852, -0.7791)
C (-0.0337, 0.2572, 0.4260)
C (-1.3890, -0.0135, 1.0914)
C (0.6814, -1.0597, 0.0643)
C (2.0064, -0.8366, -0.5220)
N (3.0527, -0.6575, -0.9781)
H (-0.2389, 2.2598, -2.7230)
H (0.6020, 0.7919, 1.1386)
H (-2.0666, -0.5215, 0.3976)
H (-1.2634, -0.6463, 1.9782)
H (-1.8523, 0.9295, 1.4000)
H (0.8039, -1.6734, 0.9594)
H (0.0728, -1.6262, -0.6466)

Force components x, y, z for each atom (eV/Å):
C 0.06 -0.30 0.47
C -0.10 0.36 -0.58
C 0.05 0.08 0.04
C -0.03 -0.01 -0.01
C -0.02 -0.09 0.01
C 0.80 0.11 -0.38
N -0.91 -0.16 0.42
H -0.04 -0.08 0.20
H -0.02 0.00 -0.04
H 0.09 0.08 0.08
H 0.01 0.13 -0.15
H 0.07 -0.20 -0.08
H -0.02 0.02 -0.01
H 0.07 0.05 0.03

Summary:
SMILES: C#C[C@@H](C)CC#N
Net charge: 0
Relative energy (zero: lowest compared OMol25 entry of this formula, charge and spin) in kcal per mole: 50.1
Multiplicity: 1
E_tot in a.u.: -287.5073
HOMO-LUMO gap in hartree: 0.4111
HOMO energy in eV: -10.39

Löwdin population analysis, charges in e, atoms 1 to 6: 0.14, -0.12, -0.40, -0.07, -0.16, -0.23

[10]
Formula: C6H7N
Source: OMol25
Level of theory: ωB97M-V with the def2-TZVPD basis set

Element x y z (Å)
C (-0.2977, 1.5055, 0.3224)
C (0.2140, 0.1434, -0.0786)
C (-0.7274, -0.7251, -0.8761)
C (-1.9948, -0.9072, -0.1459)
N (-2.9856, -1.0177, 0.4422)
C (1.3912, -0.3202, 0.4135)
C (2.4035, -1.2522, 0.5029)
H (-0.5570, 2.0625, -0.5879)
H (-1.1988, 1.4727, 0.9450)
H (0.4704, 2.0844, 0.8465)
H (1.3689, 0.1530, 1.4106)
H (-0.9613, -0.2641, -1.8417)
H (-0.2879, -1.7099, -1.0523)
H (3.1626, -1.2250, -0.3007)

Force components x, y, z for each atom (eV/Å):
C 0.00 0.00 -0.03
C -0.24 0.04 -0.17
C 0.05 -0.07 -0.18
C -0.92 -0.10 0.47
N 1.07 0.11 -0.63
C 0.10 -0.31 0.56
C -0.36 0.28 -0.32
H -0.01 -0.08 0.13
H 0.07 -0.09 -0.08
H -0.14 -0.18 -0.08
H 0.79 0.40 0.28
H -0.03 -0.05 0.01
H -0.06 0.12 -0.05
H -0.33 -0.09 0.10

Summary:
Net charge: 0
Relative energy (zero: lowest compared OMol25 entry of this formula, charge and spin) in kcal per mole: 125.0
Multiplicity: 1
E_tot in a.u.: -287.3880
HOMO-LUMO gap (spin up / spin down) in hartree: 0.2805 / 0.2801
HOMO energy (spin up / spin down) in eV: -8.61 / -8.24

Löwdin population analysis, charges in e, atoms 1 to 6: -0.06, -0.29, -0.13, -0.22, 0.15, -0.24